The following is a DFT calculation (ωB97M-V/def2-TZVPD) of a 2-piece molecular cluster, C13H31N6O5 overall.

```
55
Properties=species:S:1:pos:R:3:forces:R:3:nbo_charge:R:1
N -2.69118 -2.22378 1.31683 0.251 0.119 -0.243 -0.847
C -1.59434 -1.28027 1.44885 -0.214 -0.067 0.740 0.389
N -0.49015 -1.73367 0.67046 0.147 -0.301 -0.075 -0.841
N -1.12553 -1.26616 2.83609 0.340 0.376 -0.226 -0.844
C -1.97486 0.21974 1.19807 0.546 -1.227 -0.158 -0.252
N -1.73325 0.74470 -0.21577 -2.492 2.033 0.934 -0.301
C -0.88397 1.98424 -0.17976 1.311 -0.749 -0.664 -0.238
C -0.17405 2.32726 -1.50249 -0.278 0.581 0.814 -0.408
C 1.28713 2.74608 -1.27733 -0.014 0.038 -0.720 -0.429
C 2.29640 1.83152 -1.96651 -0.439 0.094 0.181 -0.063
O 1.99592 1.64301 -3.34630 0.021 0.195 0.114 -0.707
C -2.84078 0.85913 -0.92701 0.650 -0.531 0.081 0.802
N -3.06268 1.88262 -1.82223 0.420 -0.438 -0.314 -0.940
N -3.82234 -0.14900 -0.80982 0.208 0.620 0.222 -0.646
C -3.85905 -0.96187 -2.05564 -0.209 -0.290 -0.142 -0.328
C -2.50882 -1.57499 -2.31126 0.450 -1.387 0.342 0.770
O -2.16929 -2.62550 -1.81732 -0.064 1.056 -0.363 -0.543
O -1.70621 -0.84378 -3.11785 -0.424 0.726 0.507 -0.687
H -2.66120 -2.73293 0.44570 -0.088 -0.006 -0.091 0.389
H -3.58668 -1.78403 1.44548 -0.227 -0.020 -0.113 0.358
H 0.35601 -1.25217 0.93093 -0.027 0.210 -0.113 0.394
H -0.65453 -1.70829 -0.32209 0.035 -0.117 -0.099 0.357
H -0.93508 -2.22583 3.08781 -0.153 -0.181 0.118 0.384
H -1.86266 -0.92403 3.43654 -0.110 -0.104 0.223 0.356
H -1.32995 0.77551 1.86108 0.430 0.342 -0.287 0.257
H -2.98840 0.43433 1.50727 -0.361 -0.036 -0.233 0.206
H -1.46009 2.81679 0.20499 -0.381 0.020 0.019 0.213
H -0.10050 1.76327 0.52398 0.036 -0.201 0.361 0.265
H -0.68355 3.18840 -1.91244 -0.209 0.013 -0.448 0.218
H -0.28334 1.51108 -2.20811 0.143 -0.190 -0.184 0.187
H 1.41920 3.73875 -1.69296 0.035 0.230 -0.097 0.215
H 1.51146 2.83044 -0.22074 0.130 -0.146 0.255 0.220
H 2.30536 0.87661 -1.44806 0.298 -0.214 0.109 0.170
H 3.27036 2.30068 -1.92922 0.300 -0.099 0.124 0.192
H 1.44170 0.86815 -3.40935 -0.061 -0.206 -0.263 0.453
H -3.67172 2.65655 -1.63570 -0.291 -0.044 0.068 0.439
H -2.50183 1.89918 -2.65486 0.258 0.394 -0.007 0.442
H -4.70248 0.36294 -0.79446 -0.240 -0.201 0.023 0.397
H -4.21426 -0.40320 -2.91593 0.084 0.241 -0.148 0.221
H -4.52855 -1.78856 -1.87123 -0.235 -0.130 0.096 0.257
H -0.79193 -1.02681 -2.87234 0.266 -0.514 -0.343 0.505
O 1.39345 0.50257 1.43186 -0.071 0.157 -0.202 -0.654
C 2.41211 -0.04953 1.77880 0.174 -0.266 0.335 0.830
O 3.39176 -0.18019 0.88569 0.001 0.247 -0.182 -0.501
C 4.70741 -0.65812 1.21880 0.284 -0.249 0.044 -0.071
C 4.78069 -2.16906 1.19244 -0.212 -0.031 0.021 -0.639
C 2.55073 -0.65362 3.15128 0.219 0.359 0.175 -0.747
H 5.03602 -0.24008 2.16988 -0.090 -0.006 0.031 0.184
H 5.35767 -0.24155 0.45284 -0.104 0.075 -0.063 0.207
H 4.12673 -2.61835 1.93999 0.056 0.011 0.059 0.210
H 5.79994 -2.50091 1.38520 0.019 0.019 -0.008 0.233
H 4.46895 -2.54539 0.21838 0.065 0.019 -0.033 0.222
H 2.11860 -1.65371 3.13752 -0.022 -0.008 -0.013 0.257
H 1.99012 -0.04029 3.85155 -0.175 -0.080 -0.076 0.256
H 3.57549 -0.70787 3.50844 0.014 -0.139 -0.089 0.229
```
Positions in Å, forces in eV/Å.

Calculated values
maximum force = 3.3 eV Å⁻¹
total energy = -33154.9527 eV
charge = +1
E_HOMO = -11.649 eV
LUMO = -4.334 eV



The following is a DFT calculation (ωB97M-V/def2-TZVPD) of one molecule with the formula C10H12N2O2.

```
26
Properties=species:S:1:pos:R:3:forces:R:3:nbo_charge:R:1
C -0.68287 -2.84817 0.68869 -1.200 -2.735 0.940 -0.231
C 0.16795 -2.85634 1.80142 -1.473 1.360 -0.102 -0.173
C -0.91865 -1.68969 -0.02730 -0.990 -2.277 -0.641 -0.189
C 0.69241 -1.63655 2.24228 -1.487 -2.822 -1.563 -0.272
C -0.15575 -0.60309 0.21845 1.107 2.223 -0.460 -0.182
C 0.56967 -0.56929 1.42769 0.728 1.276 -1.419 0.262
C 1.28754 1.64689 0.93631 -0.247 0.696 -3.418 0.060
C -0.18387 0.61935 -0.68327 1.612 0.967 2.305 0.247
C -1.42242 1.39124 -0.58188 -2.619 2.838 -0.429 -0.729
C 0.61684 0.85033 -1.95289 1.556 -0.566 -0.372 -0.688
N 1.24916 0.59626 1.77415 -0.763 0.079 3.534 -0.635
N 0.70933 2.89967 1.29604 -2.471 0.341 1.718 0.453
O 1.04652 3.97987 0.80046 0.050 -1.586 0.128 -0.392
O -0.25154 2.80611 2.13845 1.771 0.277 -1.413 -0.469
H -1.34902 -3.80533 0.53515 1.500 2.053 -0.012 0.217
H 0.10850 -3.65632 2.50707 0.356 -0.683 0.027 0.213
H -1.72494 -1.79663 -0.75344 0.465 0.658 -0.275 0.222
H 0.98332 -1.61497 3.22406 1.423 0.498 2.077 0.216
H 2.22029 1.78616 0.40779 -0.019 0.311 -0.376 0.191
H -2.30558 0.78581 -0.96497 0.886 0.437 0.611 0.243
H -1.41169 2.30876 -1.26746 0.200 -1.291 0.571 0.227
H -1.76250 1.91960 0.41638 1.048 -1.711 -1.338 0.281
H 0.96566 1.89594 -1.98492 -0.089 -0.238 0.389 0.249
H 0.00266 0.83365 -2.89175 0.273 -0.675 0.837 0.236
H 1.58528 0.20569 -2.04300 -1.999 0.904 0.118 0.236
H 1.04476 0.85987 2.77566 0.382 -0.335 -1.438 0.406
```
Positions in Å, forces in eV/Å.

Calculated values
relative energy (zero: lowest compared OMol25 entry of this formula, charge and spin) = 566.2 kJ/mol
maximum force = 3.9 eV Å⁻¹
total energy = -17633.7271 eV
E_HOMO (spin up / spin down) = -8.085 / -8.085 eV
LUMO (spin up / spin down) = -0.886 / -0.892 eV



The following is a DFT calculation (ωB97M-V/def2-TZVPD) of a 8-piece molecular cluster, C4H26N2O9 overall.

```
41
Properties=species:S:1:pos:R:3:forces:R:3:lowdin_spin:R:1
C 1.55444 -0.65152 2.03249 -2.909 -0.301 0.669 0.093
N 0.92119 -1.75216 1.29075 3.449 1.375 -2.059 0.631
C 1.82777 -2.24047 0.10956 1.483 -0.075 1.573 0.023
O 1.29628 -1.76415 -1.03895 -0.776 0.005 -0.484 0.046
C 0.51927 0.61093 2.06628 2.102 1.936 3.330 0.050
C 1.40358 1.88374 1.84435 2.624 0.234 -3.033 0.016
O 0.88429 2.94555 1.08539 -1.991 0.704 0.262 0.015
N 0.12509 0.65578 3.47552 -1.756 0.847 1.978 0.032
H 1.52289 -0.97363 3.10074 0.555 0.359 -0.603 0.039
H 2.53203 -0.37352 1.66043 0.162 -0.341 0.078 0.007
H 0.09224 -1.42114 0.83318 -2.168 -0.293 0.238 0.021
H 1.92520 -3.35649 0.07792 -0.300 1.010 0.340 0.007
H 2.80224 -1.72898 0.40298 -0.893 -1.189 -0.734 0.008
H 1.73170 -0.98018 -1.42451 0.201 -0.132 0.187 0.001
H -0.41524 0.63642 1.51456 0.368 -0.617 -0.714 -0.001
H 2.25392 1.68866 1.10743 -0.177 -0.949 1.489 0.001
H 1.87288 2.36491 2.73849 -0.698 -0.939 -0.317 0.001
H 0.11813 2.67230 0.56178 0.139 0.151 0.054 0.000
H 0.80133 1.04794 4.16587 -0.004 -0.732 -1.234 0.003
H -0.69660 1.25217 3.72732 0.586 -0.831 -1.058 0.001
H -0.86006 -1.92583 2.77248 -0.379 0.471 0.465 0.003
H -2.13392 -1.12335 3.26906 0.584 0.173 0.276 0.000
O -1.80087 -1.97293 2.97149 -0.459 -0.842 -0.056 0.006
H -2.78207 -2.74655 -2.96331 -0.196 0.099 -0.015 0.000
H -1.70501 -2.45210 -1.95188 0.050 -0.096 -0.158 0.000
O -2.59576 -2.18461 -2.20260 0.314 -0.045 0.185 0.000
H 0.67980 1.79445 -3.69096 0.522 -1.028 0.061 0.000
H 0.82402 0.29585 -3.18643 0.105 0.277 0.093 0.000
O 0.63471 0.84792 -3.94550 -0.564 1.284 -0.548 0.000
H -3.96969 1.44009 -1.04292 -0.018 -0.007 -0.029 0.000
H -3.87535 2.73874 -0.24860 -0.032 0.106 -0.056 0.000
O -3.43815 2.23594 -0.94178 0.135 -0.122 -0.005 0.000
H -2.00940 2.66806 -2.71861 0.041 0.128 0.050 0.000
H -0.82357 2.19349 -3.56387 -0.777 0.048 -0.029 0.000
O -1.22162 2.98676 -3.18061 0.125 -0.169 0.108 0.000
H -2.50105 -1.23655 1.17654 0.025 -0.452 -0.040 0.000
H -1.89225 -1.15274 -0.25548 -0.694 -0.079 -0.510 0.000
O -1.87883 -0.76426 0.61628 0.782 0.524 -0.136 -0.002
H 2.96114 -0.09764 -3.82429 -0.429 0.434 0.365 0.000
H 2.76979 -1.48665 -3.33366 -0.221 0.075 0.317 0.000
O 2.54553 -0.57424 -3.08691 1.088 -1.001 -0.302 0.001
```
Positions in Å, forces in eV/Å.

Calculated values
relative energy (zero: lowest compared OMol25 entry of this formula, charge and spin) = 230.5 kJ/mol
maximum force = 4.4 eV Å⁻¹
total energy = -25966.5073 eV
charge = +1
spin multiplicity = 2
<S²> = 0.755
E_HOMO (spin up / spin down) = -12.925 / -12.801 eV
LUMO (spin up / spin down) = -2.822 / -7.994 eV